(1)
A single CH3F2N2P molecule in a non-equilibrium geometry, computed with ωB97M-V/def2-TZVPD.

Structure (ORCA input):
```
! wB97M-V def2-TZVPD RIJCOSX def2/J DEFGRID3
* xyz 0 1
C 0.763 -0.464 -0.445
N 1.138 -1.242 0.523
N -0.882 1.765 0.680
F -1.432 0.553 -1.520
F -1.936 -0.824 0.295
P -0.825 0.368 -0.033
H 1.417 -0.273 -1.341
H 2.091 -1.639 0.333
H -0.334 1.756 1.509
*
```

Calculated values
* calculated total energy: -18790.2245 eV
* Kohn-Sham gap: 10.34 eV
* SMILES: [H]/N=C/P(=N)(F)F
* energy above the lowest of the compared OMol25 structures with the same formula, charge and spin: 24.3 kJ/mol
* molar mass: 112.019 g/mol
* largest force on an atom: 0.0714 hartree/bohr

=====

(2)
A gas-phase ion, C31H47BN2O4P (charge +1) in a non-equilibrium geometry, computed with ωB97M-V/def2-TZVPD.

Structure (ORCA input):
```
! wB97M-V def2-TZVPD RIJCOSX def2/J DEFGRID3
* xyz 1 1
C -1.209 2.307 -0.520
C -2.324 3.267 -1.228
P -4.096 2.739 -0.815
C -5.237 4.291 -0.705
C -4.222 1.969 0.920
C -4.781 0.519 1.054
C -5.251 -0.306 -0.226
C -4.156 -1.440 -0.579
O -3.283 -0.921 -1.632
C -2.262 -1.964 -1.837
C -1.500 -1.794 -3.232
O -0.921 -0.452 -3.421
C 0.514 -0.679 -3.310
C 1.388 -1.230 -4.467
C 2.923 -1.468 -4.184
C 3.588 -1.172 -2.813
C 5.159 -1.449 -2.471
C 5.902 -1.591 -3.888
C 5.750 -0.122 -1.762
C 5.179 -2.769 -1.548
C 6.531 -3.635 -1.596
C 6.579 -4.695 -2.843
C 6.498 -4.582 -0.259
C 7.891 -2.768 -1.465
C 2.669 -0.608 -1.682
C 1.130 -0.350 -1.902
C -4.873 -0.097 2.492
N -5.380 -1.500 2.572
C -4.449 0.712 3.771
C -3.902 2.188 3.676
C -3.437 3.027 4.936
C -3.544 2.319 6.360
B -3.974 3.295 7.591
O -3.672 4.700 7.720
O -4.703 2.663 8.692
N -2.920 4.346 4.688
C -2.806 4.966 3.362
C -3.238 4.229 2.081
C -3.807 2.777 2.205
H -0.992 2.745 0.514
H -1.615 1.238 -0.467
H -0.294 2.276 -1.212
H -2.206 3.131 -2.373
H -2.107 4.389 -1.035
H -5.894 4.148 0.228
H -5.906 4.274 -1.638
H -4.626 5.256 -0.689
H -6.273 -0.793 0.014
H -5.410 0.325 -1.164
H -4.756 -2.364 -0.935
H -3.548 -1.643 0.373
H -1.567 -1.891 -0.911
H -2.837 -2.970 -1.762
H -0.673 -2.603 -3.253
H -2.240 -2.066 -4.080
H 0.914 -1.481 -5.477
H 3.511 -1.909 -5.062
H 5.587 -0.665 -4.513
H 7.042 -1.562 -3.844
H 5.473 -2.495 -4.450
H 6.903 -0.158 -1.872
H 5.425 0.801 -2.383
H 5.444 -0.023 -0.657
H 5.063 -2.399 -0.453
H 4.231 -3.397 -1.755
H 5.479 -4.880 -3.130
H 7.034 -4.103 -3.720
H 7.149 -5.650 -2.586
H 6.810 -4.003 0.683
H 7.107 -5.543 -0.422
H 5.394 -4.909 -0.135
H 7.747 -1.850 -0.782
H 8.637 -3.449 -0.893
H 8.393 -2.526 -2.461
H 3.172 -0.419 -0.665
H 0.477 0.046 -1.038
H -5.151 -1.912 3.489
H -6.406 -1.401 2.510
H -4.537 0.154 4.758
H -2.521 1.851 6.648
H -4.287 1.431 6.374
H -2.681 4.732 7.798
H -4.148 1.869 8.904
H -2.573 4.927 5.473
H -2.384 6.034 3.257
H -3.113 4.720 1.059
*
```

Calculated values
* calculated total energy: -54026.8735 eV
* Kohn-Sham gap: 5.52 eV
* SMILES: CCP(C)c1c(CCOCCOc2ccc(C(C)(C)CC(C)(C)C)cc2)c(N)cc2c(CB(O)O)[nH+]ccc12
* energy above the lowest of the compared OMol25 structures with the same formula, charge and spin: 1394.4 kJ/mol
* molar mass: 553.513 g/mol
* largest force on an atom: 0.0831 hartree/bohr

=====

(3)
A single C19H30N2O2 molecule, computed with ωB97M-V/def2-TZVPD.

Structure (ORCA input):
```
! wB97M-V def2-TZVPD RIJCOSX def2/J DEFGRID3
* xyz 0 1
C -7.632 -1.435 -0.655
C -6.640 -0.282 -0.602
C -6.077 -0.099 0.809
O -5.187 0.994 0.903
C -3.919 0.885 0.430
C -3.160 2.059 0.474
C -1.857 2.066 0.037
C -1.258 0.900 -0.441
C -2.016 -0.263 -0.491
C -3.333 -0.276 -0.067
H -3.888 -1.198 -0.133
H -1.599 -1.174 -0.897
C 0.155 0.981 -0.904
O 0.631 2.004 -1.366
N 0.870 -0.160 -0.762
H 0.443 -0.951 -0.312
C 2.260 -0.254 -1.129
H 2.398 -1.111 -1.797
H 2.475 0.656 -1.690
C 3.259 -0.378 0.055
N 3.369 -1.754 0.580
C 2.147 -2.347 1.082
H 1.593 -1.641 1.692
H 2.418 -3.192 1.718
H 1.492 -2.733 0.283
C 4.051 -2.722 -0.254
H 3.541 -2.923 -1.210
H 5.070 -2.410 -0.460
H 4.100 -3.661 0.298
C 4.656 0.047 -0.442
C 4.822 1.546 -0.680
C 4.467 2.340 0.568
C 3.031 2.023 0.953
C 2.861 0.532 1.233
H 1.820 0.362 1.512
H 3.488 0.248 2.082
H 2.364 2.328 0.146
H 2.747 2.581 1.848
H 4.581 3.409 0.379
H 5.140 2.065 1.385
H 4.185 1.876 -1.502
H 5.858 1.737 -0.970
H 5.378 -0.266 0.314
H 4.883 -0.472 -1.375
H -1.273 2.973 0.055
H -3.628 2.953 0.854
H -6.889 0.150 1.499
H -5.602 -1.023 1.161
H -7.129 0.646 -0.902
H -5.821 -0.463 -1.302
H -8.028 -1.547 -1.661
H -8.463 -1.257 0.024
H -7.152 -2.369 -0.370
*
```

Calculated values
* calculated total energy: -27265.6028 eV
* Kohn-Sham gap: 8.99 eV
* SMILES: CCCOc1ccc(C(=O)NCC2(N(C)C)CCCCC2)cc1
* energy above the lowest of the compared OMol25 structures with the same formula, charge and spin: 91.5 kJ/mol
* molar mass: 318.461 g/mol
* largest force on an atom: 0.0094 hartree/bohr

=====

(4)
A single C5H8O molecule, computed with ωB97M-V/def2-TZVPD.

Structure (ORCA input):
```
! wB97M-V def2-TZVPD RIJCOSX def2/J DEFGRID3
* xyz 0 1
C 0.649 0.977 -1.187
C -0.235 0.101 -0.300
C 0.276 -1.334 -0.211
O -0.656 -2.134 0.482
C -0.419 0.676 1.043
C -0.600 1.162 2.129
H 1.589 1.190 -0.674
H 0.163 1.926 -1.428
H 0.881 0.453 -2.121
H -1.223 0.036 -0.749
H 0.387 -1.720 -1.234
H 1.268 -1.368 0.267
H -1.304 -1.556 0.892
H -0.775 1.591 3.092
*
```

Calculated values
* calculated total energy: -7360.0871 eV
* Kohn-Sham gap: 11.25 eV
* SMILES: C#C[C@@H](C)CO
* energy above the lowest of the compared OMol25 structures with the same formula, charge and spin: 209.2 kJ/mol
* molar mass: 84.118 g/mol
* largest force on an atom: 0.0093 hartree/bohr

=====

(5)
A molecular structure, C62H42Cl4N8TeZr in a non-equilibrium geometry, computed with ωB97M-V/def2-TZVPD.

Structure (ORCA input):
```
! wB97M-V def2-TZVPD RIJCOSX def2/J DEFGRID3
* xyz 0 1
Zr 0.426 -1.102 -0.937
C -3.460 -3.333 -0.105
N -3.025 -2.864 -1.412
C -1.987 -3.559 -2.194
C -0.549 -2.988 -2.350
C 0.461 -4.031 -2.553
C 1.670 -3.726 -3.073
C 1.966 -2.313 -3.595
C 0.575 -1.742 -4.020
N -0.537 -2.079 -3.489
C -3.860 -1.826 -2.028
C -3.485 -0.347 -1.768
C -4.471 0.450 -2.579
C -5.608 0.850 -1.977
C -5.813 0.691 -0.556
C -4.766 0.326 0.212
N -3.557 -0.033 -0.327
C -2.788 -3.051 1.266
C -3.210 -3.827 2.347
C -2.685 -3.536 3.608
C -1.680 -2.600 3.803
C -1.366 -1.851 2.701
N -1.881 -2.072 1.474
H -3.598 -4.455 -0.112
H -4.452 -2.963 0.047
H -2.395 -3.745 -3.215
H -1.897 -4.564 -1.725
H 0.241 -5.061 -2.219
H 2.423 -4.499 -3.203
H 2.471 -2.409 -4.590
H 0.548 -1.049 -4.867
H -4.896 -1.927 -1.693
H -3.901 -2.006 -3.089
H -4.325 0.557 -3.631
H -6.338 1.388 -2.561
H -6.758 0.819 -0.073
H -4.852 0.362 1.288
H -3.850 -4.680 2.107
H -2.978 -4.134 4.425
H -1.352 -2.409 4.801
H -0.611 -1.055 2.671
Cl 8.957 -1.323 -3.800
C 7.241 -1.233 -3.545
C 6.689 -0.287 -2.676
C 5.317 -0.291 -2.463
C 4.439 -1.174 -3.132
C 5.029 -2.056 -4.003
C 6.409 -2.106 -4.206
C 2.922 -1.161 -2.789
C 2.758 -1.381 -1.231
C 2.399 -2.558 -0.566
C 2.080 -2.179 0.778
C 2.332 -0.814 0.884
C 2.345 -0.072 2.154
C 2.920 -0.746 3.371
C 4.321 -0.893 3.527
C 4.848 -1.643 4.586
C 4.005 -2.249 5.514
Cl 4.597 -3.242 6.806
C 2.642 -2.079 5.403
C 2.125 -1.334 4.334
C 1.459 0.954 2.320
N 0.527 1.445 1.399
C -0.406 2.268 1.991
C -1.596 2.322 1.299
C -2.774 3.130 1.589
C -2.950 3.648 2.893
C -3.903 4.605 3.122
C -4.732 4.979 2.064
Cl -5.742 6.309 2.410
C -4.666 4.409 0.798
C -3.645 3.499 0.553
C -1.455 1.281 0.236
C -2.342 0.070 0.503
C -1.507 -1.207 0.374
C 0.039 1.001 0.104
N -1.533 1.811 -1.178
C -0.014 2.066 -1.085
C 0.915 1.687 -2.228
C 1.901 2.396 -2.909
C 2.791 1.435 -3.469
C 2.351 0.194 -3.038
N 1.186 0.355 -2.367
C 0.245 3.486 -0.609
C -0.702 4.485 -0.676
C -0.412 5.746 -0.202
C 0.811 5.937 0.428
Cl 1.206 7.547 0.941
C 1.784 4.969 0.493
C 1.499 3.721 -0.026
C 0.146 2.614 3.311
C 1.196 1.755 3.553
N 2.713 -0.305 -0.323
H 7.328 0.404 -2.149
H 4.854 0.360 -1.736
H 4.448 -2.779 -4.562
H 6.792 -2.868 -4.864
H 2.366 -3.537 -0.983
H 1.733 -2.863 1.544
H 4.969 -0.434 2.785
H 5.921 -1.797 4.684
H 1.992 -2.546 6.130
H 1.057 -1.232 4.242
H -2.314 3.318 3.714
H -4.090 5.070 4.084
H -5.346 4.733 0.000
H -3.503 3.074 -0.428
H -2.716 0.127 1.554
H -1.825 -1.705 -0.471
H 1.962 3.464 -2.954
H 3.714 1.689 -3.971
H -1.674 4.300 -1.132
H -1.170 6.525 -0.333
H 2.766 5.183 0.865
H 2.148 2.872 0.043
H -0.244 3.338 3.993
H 1.823 1.683 4.456
Te -1.604 0.221 -2.538
*
```

Calculated values
* calculated total energy: -135553.8625 eV
* Kohn-Sham gap: 5.71 eV
* molar mass: 1259.710 g/mol
* largest force on an atom: 0.0448 hartree/bohr

=====

(6)
A molecular structure, C49H44ClN7PRe, computed with ωB97M-V/def2-TZVPD.

Structure (ORCA input):
```
! wB97M-V def2-TZVPD RIJCOSX def2/J DEFGRID3
* xyz 3 2
Re 0.251 -1.184 0.245
C -0.914 3.935 -1.630
N -0.121 2.738 -1.332
C -0.535 1.683 -0.620
N 0.460 0.794 -0.508
C 1.563 1.333 -1.167
C 1.195 2.542 -1.696
C 1.978 3.503 -2.486
C 1.550 3.874 -3.761
C 2.303 4.762 -4.513
C 3.484 5.280 -3.998
C 3.914 4.910 -2.731
C 3.164 4.024 -1.974
C 2.903 0.710 -1.268
C 3.256 -0.011 -2.407
C 4.539 -0.527 -2.540
C 5.480 -0.317 -1.541
C 5.146 0.428 -0.416
C 3.866 0.949 -0.285
P -2.215 1.421 0.051
C -2.438 -0.119 -0.926
N -1.434 -0.973 -0.994
C -1.662 -1.859 -2.002
C -2.888 -1.551 -2.566
N -3.344 -0.446 -1.877
C -4.577 0.294 -2.163
C -3.595 -2.196 -3.675
C -4.935 -2.568 -3.556
C -5.572 -3.202 -4.610
C -4.880 -3.465 -5.784
C -3.545 -3.099 -5.907
C -2.901 -2.469 -4.856
C -0.595 -2.834 -2.211
C 0.713 -2.388 -1.900
C 1.796 -3.269 -1.963
C 1.580 -4.599 -2.275
C 0.291 -5.033 -2.579
C -0.795 -4.162 -2.551
C -1.597 0.792 1.644
N -0.550 -0.013 1.874
C -0.269 0.047 3.218
C -1.166 0.906 3.813
N -1.988 1.355 2.811
C -3.124 2.262 3.006
C -1.271 1.313 5.221
C -1.372 0.339 6.213
C -1.444 0.713 7.545
C -1.409 2.057 7.893
C -1.301 3.030 6.908
C -1.231 2.661 5.575
C 0.855 -0.648 3.877
C 1.983 0.082 4.253
C 3.060 -0.557 4.853
C 3.013 -1.925 5.092
C 1.880 -2.651 4.749
C 0.802 -2.014 4.149
H -1.599 4.127 -0.809
H -1.471 3.802 -2.555
H -0.235 4.776 -1.741
H 0.640 3.456 -4.175
H 1.971 5.046 -5.502
H 4.070 5.973 -4.586
H 4.831 5.319 -2.329
H 3.494 3.746 -0.981
H 2.537 -0.137 -3.209
H 4.811 -1.071 -3.435
H 6.483 -0.707 -1.652
H 5.890 0.625 0.344
H 3.617 1.566 0.572
H -4.800 0.208 -3.223
H -4.430 1.340 -1.907
H -5.407 -0.108 -1.586
H -5.473 -2.388 -2.633
H -6.609 -3.496 -4.515
H -5.382 -3.957 -6.606
H -3.011 -3.299 -6.825
H -1.864 -2.170 -4.954
H 0.936 -1.315 -1.981
H 2.798 -2.894 -1.793
H 2.407 -5.294 -2.316
H 0.128 -6.070 -2.840
H -1.790 -4.522 -2.777
H -3.499 2.123 4.016
H -3.909 2.023 2.296
H -2.813 3.297 2.880
H -1.406 -0.709 5.941
H -1.530 -0.043 8.313
H -1.465 2.347 8.933
H -1.266 4.076 7.181
H -1.125 3.424 4.812
H 2.008 1.153 4.085
H 3.929 0.015 5.149
H 3.848 -2.419 5.571
H 1.827 -3.709 4.971
H -0.094 -2.577 3.922
N 2.231 -1.251 1.221
H 2.287 -0.722 2.093
H 2.983 -0.911 0.619
H 2.476 -2.205 1.476
Cl 0.213 -3.555 1.035
C -1.164 -2.469 1.118
H -1.441 -2.260 2.144
H -1.987 -2.837 0.516
*
```

Calculated values
* calculated total energy: -85878.6081 eV
* Kohn-Sham gap (alpha / beta): 7.09 / 5.89 eV
* expectation value of S²: 0.759
* energy above the lowest of the compared OMol25 structures with the same formula, charge and spin: 0.0 kJ/mol
* molar mass: 983.574 g/mol
* largest force on an atom: 0.0179 hartree/bohr

=====

Please write out number 2 again, unchanged.
A gas-phase ion, C31H47BN2O4P (charge +1) in a non-equilibrium geometry, computed with ωB97M-V/def2-TZVPD.

Structure (ORCA input):
```
! wB97M-V def2-TZVPD RIJCOSX def2/J DEFGRID3
* xyz 1 1
C -1.209 2.307 -0.520
C -2.324 3.267 -1.228
P -4.096 2.739 -0.815
C -5.237 4.291 -0.705
C -4.222 1.969 0.920
C -4.781 0.519 1.054
C -5.251 -0.306 -0.226
C -4.156 -1.440 -0.579
O -3.283 -0.921 -1.632
C -2.262 -1.964 -1.837
C -1.500 -1.794 -3.232
O -0.921 -0.452 -3.421
C 0.514 -0.679 -3.310
C 1.388 -1.230 -4.467
C 2.923 -1.468 -4.184
C 3.588 -1.172 -2.813
C 5.159 -1.449 -2.471
C 5.902 -1.591 -3.888
C 5.750 -0.122 -1.762
C 5.179 -2.769 -1.548
C 6.531 -3.635 -1.596
C 6.579 -4.695 -2.843
C 6.498 -4.582 -0.259
C 7.891 -2.768 -1.465
C 2.669 -0.608 -1.682
C 1.130 -0.350 -1.902
C -4.873 -0.097 2.492
N -5.380 -1.500 2.572
C -4.449 0.712 3.771
C -3.902 2.188 3.676
C -3.437 3.027 4.936
C -3.544 2.319 6.360
B -3.974 3.295 7.591
O -3.672 4.700 7.720
O -4.703 2.663 8.692
N -2.920 4.346 4.688
C -2.806 4.966 3.362
C -3.238 4.229 2.081
C -3.807 2.777 2.205
H -0.992 2.745 0.514
H -1.615 1.238 -0.467
H -0.294 2.276 -1.212
H -2.206 3.131 -2.373
H -2.107 4.389 -1.035
H -5.894 4.148 0.228
H -5.906 4.274 -1.638
H -4.626 5.256 -0.689
H -6.273 -0.793 0.014
H -5.410 0.325 -1.164
H -4.756 -2.364 -0.935
H -3.548 -1.643 0.373
H -1.567 -1.891 -0.911
H -2.837 -2.970 -1.762
H -0.673 -2.603 -3.253
H -2.240 -2.066 -4.080
H 0.914 -1.481 -5.477
H 3.511 -1.909 -5.062
H 5.587 -0.665 -4.513
H 7.042 -1.562 -3.844
H 5.473 -2.495 -4.450
H 6.903 -0.158 -1.872
H 5.425 0.801 -2.383
H 5.444 -0.023 -0.657
H 5.063 -2.399 -0.453
H 4.231 -3.397 -1.755
H 5.479 -4.880 -3.130
H 7.034 -4.103 -3.720
H 7.149 -5.650 -2.586
H 6.810 -4.003 0.683
H 7.107 -5.543 -0.422
H 5.394 -4.909 -0.135
H 7.747 -1.850 -0.782
H 8.637 -3.449 -0.893
H 8.393 -2.526 -2.461
H 3.172 -0.419 -0.665
H 0.477 0.046 -1.038
H -5.151 -1.912 3.489
H -6.406 -1.401 2.510
H -4.537 0.154 4.758
H -2.521 1.851 6.648
H -4.287 1.431 6.374
H -2.681 4.732 7.798
H -4.148 1.869 8.904
H -2.573 4.927 5.473
H -2.384 6.034 3.257
H -3.113 4.720 1.059
*
```

Calculated values
* calculated total energy: -54026.8735 eV
* Kohn-Sham gap: 5.52 eV
* SMILES: CCP(C)c1c(CCOCCOc2ccc(C(C)(C)CC(C)(C)C)cc2)c(N)cc2c(CB(O)O)[nH+]ccc12
* energy above the lowest of the compared OMol25 structures with the same formula, charge and spin: 1394.4 kJ/mol
* molar mass: 553.513 g/mol
* largest force on an atom: 0.0831 hartree/bohr